The following is a quantum chemistry calculation of one molecule with the formula C20H20BrFN2O3, from the OMol25 dataset.

Output
Calculated total energy in a.u.: -3783.243874
Strongest force on any atom in eV Å⁻¹: 0.7
SMILES: O=C([C@@H]1COc2ccccc2O1)N1CCN(Cc2ccc(Br)cc2F)CC1
HOMO in Eh: -0.31311
2S+1: 1

Last column: natural (NBO) charge in e.
Geometry (Å):
H 2.4727 0.7570 2.9849  0.251
H 3.8630 -2.4950 -0.2271  0.194
C -2.8670 2.9506 1.4468  -0.168
N 1.1696 -0.4061 1.8782  -0.425
H 1.9203 2.0246 0.9443  0.173
O 2.8401 -4.2603 -0.5640  -0.479
H -2.4283 2.5371 2.3408  0.235
O 1.3349 -1.8378 -0.6366  -0.516
H -0.1592 4.0730 1.1330  0.215
C 1.9381 -4.8373 -2.6822  -0.227
C -0.4139 0.8123 0.5036  -0.240
H -1.4482 0.8232 0.1531  0.214
C -0.1819 -0.4245 1.3720  -0.220
H 1.1369 -3.0341 1.0404  0.192
C -2.5978 3.8667 -0.7281  0.474
H -4.3734 4.4218 -1.7810  0.243
C 1.3226 -2.7409 -1.6759  0.280
F -1.8104 4.2577 -1.7505  -0.330
H 1.3470 2.9256 2.3723  0.207
Br -6.6625 3.7849 0.0071  0.062
H -0.1192 -3.0871 -4.7091  0.216
H 1.0906 -5.2407 -4.5968  0.216
H -4.8869 2.7673 2.1401  0.230
H -0.0492 3.2481 -0.4335  0.191
C -0.5244 3.2130 0.5611  -0.227
C -2.0163 3.3410 0.4190  -0.135
C 1.1937 2.0241 1.7753  -0.225
C 2.0382 -3.9391 -1.6265  0.205
C 0.5540 -2.4391 -2.7921  -0.251
C -4.2387 3.0750 1.3347  -0.255
C 1.4366 0.7929 2.6471  -0.232
C -3.9661 4.0082 -0.8723  -0.329
C 2.1959 -1.1949 1.5128  0.678
C 1.8709 -2.3596 0.5665  -0.023
H -0.8644 -0.3939 2.2287  0.199
C -4.7772 3.6053 0.1733  -0.062
C 0.4787 -3.3308 -3.8447  -0.225
H -0.3750 -1.3211 0.7901  0.230
O 3.3270 -1.0369 1.9324  -0.624
H 0.0218 -1.5010 -2.8097  0.220
H 0.2558 0.7605 -0.3722  0.180
H 2.4879 -5.7624 -2.6158  0.226
N -0.1762 2.0087 1.2934  -0.448
C 3.1390 -3.1594 0.2615  -0.085
H 0.7643 0.8135 3.5097  0.197
H 3.5775 -3.5535 1.1781  0.218
C 1.1590 -4.5365 -3.7823  -0.220


The following is a quantum chemistry calculation of C8H10O5PZn as an isolated structure, from the OMol25 dataset.

Output
Calculated total energy in a.u.: -2807.386939
Strongest force on any atom in eV Å⁻¹: 4.1
ΔE to the lowest compared entry with this formula, charge and spin in kJ/mol: 0.0
HOMO in Eh: -0.39034
Net charge: +1
2S+1: 1

Last column: natural (NBO) charge in e.
Geometry (Å):
C -2.0026 -0.3097 1.6626  -0.933
O -1.3755 -3.4946 -1.1335  -0.391
H -2.8520 -0.2264 0.9771  0.254
O 2.9721 -2.1583 0.7673  -0.370
H 0.2183 0.8154 3.0154  0.253
H -2.1867 0.3403 2.5309  0.254
Zn 0.6462 -0.7075 -1.1522  1.314
C -0.8185 -2.5133 -0.9568  0.447
O 2.6141 2.1854 -1.2461  -0.404
C 2.0048 1.2338 -1.0963  0.443
H 0.8708 -0.7862 2.6068  0.242
C 1.6269 -1.3269 -3.0460  0.415
O 2.1048 -1.5746 -4.0558  -0.385
H -1.9128 -1.3410 2.0187  0.246
O -0.4678 1.4760 -2.9953  -0.541
C 2.1980 -1.7052 0.0548  0.450
H -1.5286 -0.2492 -2.4803  0.058
C -0.7805 1.9519 0.5577  -0.933
P -0.4763 0.1590 0.7807  0.690
H -1.0597 2.3940 1.5263  0.250
C -0.6106 0.4284 -2.4561  -0.150
H 0.1123 2.4328 0.1440  0.240
C 0.6710 0.2164 2.2115  -0.947
H -1.5998 2.1135 -0.1504  0.263
H 1.6320 0.6460 1.9151  0.236


The following is a quantum chemistry calculation of a 3-piece molecular cluster, C5H12O3 overall, from the OMol25 dataset.

Output
Calculated total energy in a.u.: -423.347325
Strongest force on any atom in eV Å⁻¹: 2.8
ΔE to the lowest compared entry with this formula, charge and spin in kJ/mol: 279.7
SMILES: C=C/C(O)=C/C.O.O
HOMO in Eh: -0.32161
2S+1: 1

Last column: natural (NBO) charge in e.
Geometry (Å):
H 5.0454 -0.5120 2.4624  0.462
H -2.8125 -1.2802 2.1361  0.196
O -2.0623 4.2262 -4.6238  -0.925
H -1.2218 4.6227 -4.8544  0.463
H -3.4177 0.2830 1.4861  0.225
C -1.7249 -0.4342 0.3518  -0.274
H -3.6297 -1.2674 0.6286  0.218
H 2.2600 -0.3844 -1.3580  0.193
H -0.9312 -1.7806 2.2364  0.478
C 0.8375 -0.3501 0.1749  -0.217
C -2.9487 -0.6717 1.2401  -0.640
O 4.9245 -1.1753 1.8013  -0.929
H -1.9504 -0.0622 -0.6413  0.216
H 1.3931 0.2547 0.8924  0.210
H -2.4565 4.9410 -4.1477  0.462
C 1.2791 -0.7269 -1.0051  -0.378
H 0.8177 -0.9940 -1.9481  0.212
C -0.4664 -0.5751 0.7841  0.263
O -0.1973 -1.2615 1.9738  -0.702
H 3.9915 -1.1194 1.6384  0.467


The following is a quantum chemistry calculation of a 14-piece molecular cluster, C71H144F15N8O15 overall, from the OMol25 dataset.

Output
Calculated total energy in a.u.: -5854.823266
Strongest force on any atom in eV Å⁻¹: 10.5
HOMO in Eh: -0.43563
Net charge: +3
2S+1: 1

Last column: Mulliken charge in e.
Geometry (Å):
C -0.2685 3.2084 -3.9725  0.511
F -3.0540 -5.0509 -0.7257  -0.144
H 4.2654 -9.8253 1.8347  0.375
H -5.4525 -1.5733 -5.7567  0.437
C -4.8053 -0.2743 -4.1689  0.047
H 6.6665 2.9783 0.2970  0.405
N 5.3752 5.4855 -1.7965  0.543
H 0.7151 -1.0950 -4.3157  -0.111
C -7.4243 -3.6312 -3.5808  -0.803
H -0.0301 -1.1475 6.5757  0.425
C 2.7511 1.7355 -0.1875  -1.058
H -2.7321 2.0793 1.2132  0.224
H -4.3186 -5.4901 1.6352  0.336
H 8.4839 3.5708 -1.7634  0.441
O -2.7601 -4.0928 1.7214  -0.205
C 8.1650 5.3864 -2.9302  -0.695
H -0.4496 1.4151 1.2795  0.358
O -0.9852 5.0400 4.5455  -0.373
H 4.9881 -6.8323 2.1722  0.353
C -3.9531 6.3260 4.8564  -0.503
H 3.5940 -4.0746 -2.3267  0.288
H -0.6613 1.3207 -4.9274  0.123
H 8.0406 7.0158 -1.6205  0.340
H -2.0027 1.8944 -3.8359  -0.056
O 4.3163 5.4600 -1.5000  -0.045
C 2.6736 -7.0808 0.4370  1.546
C 6.2803 -1.1530 -5.8768  -0.794
C 5.5037 7.8582 -1.8721  -1.604
C 4.2238 -8.8308 2.3419  -1.377
H -5.1326 2.7695 3.4349  0.365
C 2.8017 -8.4285 2.7901  0.989
F 0.6780 -4.5846 3.3677  -0.176
H 0.0215 3.7387 5.6183  0.373
C 1.4228 1.1935 -0.7575  1.611
C -5.3817 6.7721 5.0564  -0.878
C 7.8692 4.4932 -1.7036  -1.030
H 1.3745 -4.1097 -3.7485  0.146
F -3.0675 -7.1404 0.0005  -0.276
H 0.2261 -1.9919 -2.8148  -0.609
H 3.4635 -6.5000 3.6067  0.411
H -5.6647 3.2218 6.3819  0.459
C -2.6902 -5.9460 0.3063  0.428
O -5.4215 -0.8264 3.2170  -0.598
C -4.7369 3.6191 5.9399  -0.870
F 3.5684 -2.2952 -0.2559  -0.119
N -0.5962 -0.1558 -0.0238  0.946
H -6.6428 -3.5823 -5.6179  0.321
H 4.1958 -2.9407 -4.4543  0.480
H 1.1454 -0.1477 1.0172  0.458
C -5.7009 1.0090 -4.3724  -1.645
H 5.0310 3.0310 -0.0970  -0.068
H 4.3502 -4.6421 -8.0953  0.309
O -2.8838 -6.3525 2.6381  -0.431
C -0.5713 -2.7429 4.3673  -0.840
H -4.0090 -3.5569 -5.7094  0.373
H -1.3010 0.8285 5.6360  0.068
C 5.3509 -4.3715 -7.7545  -1.236
N 6.2281 -2.2766 -6.8088  -0.136
C 5.4087 6.5580 -3.9509  -1.252
C 0.3278 -0.7377 5.6021  -0.832
F 4.0005 2.1205 -5.3594  -0.267
H 4.4591 8.0192 -2.0954  0.186
H -3.0124 -5.2409 5.3609  0.137
C -6.6897 -3.0905 -2.2491  -0.846
F 0.7223 5.5939 2.3615  -0.258
H -0.5102 0.6010 -2.0890  0.234
C 0.9548 -0.0831 -0.0654  -0.674
H -3.0115 1.8607 -1.5429  0.738
C 6.2803 4.2082 -1.5383  1.367
C -4.0420 5.0801 4.0435  0.350
H -3.3454 7.1408 4.4447  0.516
H 6.4939 2.4010 -2.7732  0.679
H 2.5205 -4.9469 -0.0152  0.079
H -1.2511 -5.2755 3.4733  -0.521
N 2.0046 -8.0014 1.6043  0.857
H 3.1201 -7.8664 4.7006  0.524
C -4.5619 -1.3186 3.9284  -0.208
H -7.2419 1.1910 2.8078  0.236
F 0.7658 -4.7195 5.4210  -0.330
F 5.4711 -2.8908 -1.1787  -0.294
H 3.4740 -5.2824 1.3950  0.434
C 0.6653 -3.8392 4.4533  0.662
C -1.2625 2.1737 -4.6438  -0.820
C 3.5930 -3.0057 -2.4951  -0.249
C -2.4306 1.2220 0.5647  -0.307
H 4.6160 -8.9247 3.3142  0.546
H -4.5279 -0.3504 -3.1425  -0.141
C 5.2734 -3.2190 -6.8392  0.642
H -3.2027 4.3677 3.9759  -0.757
H 1.4433 -0.7365 5.6136  0.347
O -0.0794 -1.4310 4.4343  0.200
H -7.0904 5.5501 4.5523  0.461
O -1.5985 3.1613 3.4168  -0.325
C -1.1810 0.6499 1.1202  0.043
C 4.3059 -2.3472 -1.3181  0.497
H 2.5442 6.5768 -0.9355  0.022
H 2.6834 -10.2323 4.0049  0.379
C 2.5420 2.2960 -5.4875  0.615
H -0.4839 7.0138 -2.7875  0.222
H -5.7608 7.2662 4.1420  0.356
H -7.9519 -4.5837 -3.4751  0.380
H 5.2942 -0.7070 -5.7404  0.227
H 1.8121 -10.3657 2.5427  0.457
H -2.3399 -3.7718 2.6240  0.222
O 4.4460 -2.6940 -3.5249  -0.388
H 5.7235 -5.1557 -7.0927  0.285
C 6.0902 6.7153 -2.5956  1.453
F -0.0959 4.0336 1.1673  -0.199
C -2.1804 1.6110 -0.8839  -0.444
C -1.1068 -1.5813 0.1403  -0.714
H -3.3781 -3.9605 -4.0726  0.352
H -6.6525 -2.8776 5.3442  0.408
H -1.1061 -2.9506 5.3842  -0.088
H 4.2563 -8.4116 -0.3024  0.425
H 2.5354 4.3174 -4.6873  0.341
O 0.7119 3.4842 -4.8181  -0.477
F 4.5319 -1.0636 -1.7137  -0.264
C -7.8194 1.9848 3.2867  -1.333
H -0.8314 -2.1260 1.0298  -0.421
C 0.1797 7.4832 -4.6555  -0.957
C 1.6323 -2.9557 -3.7987  -0.584
H 4.3612 6.2886 -3.7605  0.174
F -1.3715 5.6991 1.6490  -0.306
H -6.5660 0.9371 -3.7049  0.430
H -4.9381 -2.0103 -2.1908  -0.155
H -6.2267 4.0287 2.9657  0.464
H -2.4089 -1.2178 3.8150  -0.574
H 3.5526 0.9900 -0.0782  0.407
H 4.6648 -6.5943 -0.2806  0.338
H 9.2117 5.3909 -3.2266  0.419
H 3.1842 2.5428 -0.7961  -0.564
H -3.1138 0.3778 4.0961  -0.344
C 4.1966 -7.4649 0.2370  -1.019
H -4.2263 -2.9117 5.3443  0.269
O 2.3323 3.0658 -3.1663  -0.745
H -3.1322 -0.8118 5.2852  0.671
O 0.8527 -8.2277 1.5578  -0.294
H 11.4807 10.9132 0.7736  0.257
C 5.9187 3.6858 -0.0768  -0.992
H 1.9934 -6.6286 -1.5744  0.219
H -5.5652 7.5200 5.8333  0.398
N 0.3469 7.2237 -3.2580  -0.137
H -8.7029 1.4668 3.7052  0.361
H -3.1891 -6.9725 5.1021  0.513
H -1.7991 -6.3348 5.9101  0.358
C 7.6134 6.7197 -2.5789  -1.210
H -1.2842 0.1131 2.0395  -0.895
H -1.2910 -7.1184 3.5006  0.082
H 0.8279 8.2072 -5.0962  0.293
H 1.4145 -0.9158 -0.5987  0.126
H -6.1653 0.9437 -5.3307  0.453
C -0.2387 0.7153 5.4389  -0.469
H 0.3901 3.6579 3.7884  0.348
H 1.5547 1.1227 -1.8401  -0.074
H 5.4268 7.5186 -4.5122  0.451
H 1.7422 -6.9940 4.0829  0.129
H -3.2564 0.5007 0.5298  0.324
H 5.9951 -4.2671 -8.6160  0.419
H -4.6280 -3.7346 -2.2195  0.854
H -4.1711 4.3187 6.6028  0.444
C -1.2882 0.3655 -1.3868  -0.573
H -8.1681 -2.9561 -3.9543  0.382
H -1.6537 3.9895 6.2289  0.019
H -3.2361 -2.3061 -4.7630  0.158
H 7.6376 4.9337 -3.7613  0.339
H -4.1829 2.7113 5.6192  0.062
H -1.8114 2.5533 -5.4976  0.535
H -2.2350 -1.5482 0.1361  0.505
H -6.6108 -2.6088 3.7594  0.380
C 1.5039 6.5215 -1.2848  -0.250
C -0.3241 5.5463 6.8280  -1.574
H 1.2777 5.4183 -1.3704  -0.122
C -2.5089 -6.1783 5.0622  -1.535
C -6.1767 5.5258 5.1713  -0.591
C -0.3871 4.9296 2.1744  0.172
N -5.1928 -2.8697 -4.1355  0.662
C -3.2717 -5.3965 1.6364  0.145
H 1.8915 -8.3793 -1.1959  0.442
H 6.9655 -0.4579 -6.3081  0.375
H 0.6905 -7.2454 -0.5738  0.362
H -1.8359 -0.4773 -1.7139  0.532
H 0.8630 7.0049 -0.5355  0.487
H -5.1583 1.9284 -4.1429  0.357
C -5.5110 -1.4977 -4.6428  -1.169
H -7.6851 3.6639 4.6893  0.245
N -4.7198 -2.6342 4.4626  0.021
C -0.6806 4.0941 3.5632  -0.116
C 1.7577 -7.3663 -0.7930  -1.381
C -7.0852 2.7885 4.3959  0.067
H -7.0225 -2.0616 -2.0435  0.318
H -4.3905 5.3575 3.0477  0.413
O -1.1829 -2.9409 3.1996  0.325
C -5.2198 -2.9420 -2.6413  -0.406
H -6.0719 -4.1559 4.1248  0.313
H 0.6019 5.9288 6.4742  0.338
C -0.7819 4.4591 5.8153  0.300
H 5.7598 4.5410 0.5999  0.426
F 1.9529 1.1366 -5.2779  -0.208
C 2.5690 -5.5919 0.8364  -0.855
H 6.7422 -1.3873 -4.9483  0.292
H -1.0953 6.3071 6.9236  0.316
C -6.2815 -3.7573 -4.6005  -0.583
C 2.0771 -9.6110 3.3289  -1.554
H -8.0693 2.7322 2.5456  0.435
H -0.0628 1.1620 4.4646  -0.061
F 1.8862 -3.2316 4.4804  -0.333
C -6.0470 -3.1435 4.5108  -1.242
F 2.2703 2.6630 -6.7592  -0.283
H 0.1585 2.7675 -3.0781  -0.418
H -6.8678 -3.7768 -1.4448  0.463
H 2.2572 -2.9438 -4.7061  0.354
C 0.4267 -2.0892 -3.8489  0.408
C -1.8670 -6.1700 3.6235  1.023
H -6.5295 5.2102 6.1489  0.373
H 4.7846 2.8285 -2.5351  -0.081
N -5.1942 4.4022 4.7400  0.846
H -6.5965 -1.3623 -4.5115  0.564
C -3.2997 -0.7033 4.2350  0.691
C 4.9350 -7.7121 1.5598  -0.595
H 6.9688 -2.5303 -7.4465  0.228
H 5.9098 5.8369 -4.5858  0.330
O 4.2404 -3.2514 -6.0648  -0.760
H 0.4124 1.2417 6.1550  0.458
H 0.6719 1.9587 -0.5594  -0.406
H 5.7798 7.8292 -0.7935  0.424
C 2.0750 3.4345 -4.3577  0.224
C -3.8584 -3.2076 -4.6859  -0.727
C 2.7735 -7.3124 3.8321  -1.313
H -6.7676 2.2027 5.2533  0.339
H -3.4596 6.0664 5.7885  0.009
H 7.8102 7.5572 -3.2656  0.494
H -3.9031 -0.2396 -4.7713  0.460
O 2.3657 -2.4847 -2.7018  0.326
C -5.8761 3.4350 3.8227  -1.171
H 1.1752 -9.2216 3.8230  0.354
H 8.1128 5.0230 -0.7553  0.408
C 5.8222 3.2073 -2.6302  -1.558
H 5.8132 3.6133 -3.6519  0.345
C 1.5067 7.1019 -2.6191  0.507
H -5.8297 -4.7740 -4.5845  0.508
H -0.3255 -2.6144 -4.4810  0.279
H -0.1330 4.9994 7.7577  0.416
F -1.3022 -5.8980 0.2643  -0.243
O 2.5820 7.4738 -3.1675  -0.709
H -0.8306 7.7420 -4.9329  0.411
H -0.6099 -2.0783 -0.6670  0.363
H -1.5650 2.5476 -0.9378  -0.174
H 1.6363 -5.4272 1.3905  -0.235
H -0.8362 4.1312 -3.7835  0.231
H 5.9532 -8.0968 1.3936  0.412
H 2.6270 2.0806 0.8717  0.334
H 5.9925 8.7304 -2.2974  0.488
H 0.3675 6.5681 -5.1989  0.271


Number 1: LUMO 0.65 eV, frontier orbital gap 9.17 eV. Number 2: LUMO -4.47 eV, frontier orbital gap 6.15 eV. Number 3: LUMO 0.79 eV, frontier orbital gap 9.54 eV. Number 4: LUMO -10.81 eV, frontier orbital gap 1.04 eV.